Entry from the OMol25 dataset: C24H34N6O2PbS as an isolated structure (ωB97M-V/def2-TZVPD).

Values from the calculation:
charge = 0
largest force on an atom = 0.00667 hartree/bohr
LUMO = 0.5 eV
DFT total energy = -54559.9924 eV

Structure (XYZ):
```
68
C24H34N6O2PbS, DFT ωB97M-V/def2-TZVPD
Pb 0.63 -0.36 -0.10
O 2.45 -1.94 -0.55
C 3.56 -1.39 -0.93
C 4.74 -1.54 -0.16
C 5.96 -1.06 -0.59
C 6.09 -0.41 -1.82
C 4.95 -0.23 -2.58
C 3.69 -0.66 -2.15
C 2.56 -0.25 -2.99
N 1.40 0.02 -2.56
C 0.35 0.44 -3.46
C -0.91 -0.39 -3.22
N -1.36 -0.25 -1.84
C -2.61 -0.15 -1.59
C -3.24 -0.11 -0.28
C -4.60 -0.48 -0.26
C -5.32 -0.62 0.90
C -4.66 -0.37 2.11
C -3.35 0.03 2.14
C -2.58 0.21 0.95
O -1.39 0.69 1.02
H 4.65 -2.08 0.78
H 6.84 -1.20 0.04
H 7.05 -0.06 -2.17
H 5.02 0.29 -3.53
H 2.78 -0.12 -4.06
H 0.64 0.37 -4.51
H 0.11 1.49 -3.24
H -0.64 -1.44 -3.38
H -1.69 -0.12 -3.94
H -3.31 -0.15 -2.44
H -5.08 -0.68 -1.22
H -6.36 -0.91 0.88
H -5.20 -0.48 3.04
H -2.85 0.24 3.08
N -0.58 -2.76 0.09
C 0.00 -3.71 1.06
C -0.28 -3.28 2.51
C 0.89 -2.59 3.27
C 0.79 -1.06 3.46
N 1.67 -0.35 2.52
H -1.58 -2.66 0.23
H -0.43 -3.11 -0.85
H 1.08 -3.73 0.87
H -0.39 -4.71 0.91
H -0.56 -4.17 3.07
H -1.16 -2.62 2.52
H 1.82 -2.81 2.74
H 0.97 -3.04 4.25
H 1.02 -0.81 4.50
H -0.23 -0.72 3.26
H 2.61 -0.72 2.55
H 1.73 0.64 2.72
S 1.92 2.47 0.23
C 0.42 3.26 0.13
N -0.41 3.37 1.17
C -1.82 3.77 1.09
C -2.29 3.73 -0.35
C -1.28 4.43 -1.24
N 0.03 3.82 -1.03
H -0.15 2.80 1.96
H -1.94 4.76 1.51
H -2.39 3.06 1.68
H -3.26 4.21 -0.43
H -2.39 2.69 -0.67
H -1.24 5.50 -1.02
H -1.54 4.31 -2.29
H 0.67 3.71 -1.79
```

***

Entry from the OMol25 dataset: C24H34NO4P2Sn as an isolated structure at a distorted geometry (ωB97M-V/def2-TZVPD).

Values from the calculation:
charge = +1
largest force on an atom = 0.03855 hartree/bohr
LUMO = -3.1 eV
DFT total energy = -59523.5879 eV
energy relative to the best compared isomer or geometry (same formula, charge and spin) = 0.0 kcal per mole

Structure (XYZ):
```
66
C24H34NO4P2Sn, DFT ωB97M-V/def2-TZVPD
C 0.00 -1.29 -4.11
C 0.32 -0.60 -2.90
N -0.66 -0.49 -1.93
C -1.89 -0.99 -2.13
C -2.22 -1.65 -3.31
C -1.27 -1.80 -4.31
C 1.61 -0.05 -2.70
P 2.13 0.61 -1.15
Sn -0.03 0.41 0.17
P -2.62 0.45 0.16
C -2.96 -0.87 -1.05
C 0.61 1.81 1.81
C 1.48 1.39 2.82
C 1.69 2.23 3.93
C 1.01 3.44 4.05
C 0.19 3.88 3.00
C 0.04 3.08 1.85
O 0.61 2.48 -4.23
O -1.85 2.52 -3.16
H 0.80 -1.39 -4.85
H -3.24 -2.02 -3.42
H -1.51 -2.31 -5.24
C 3.38 -0.44 -0.36
C 2.81 2.27 -1.35
H -3.93 -0.64 -1.52
H -3.06 -1.83 -0.51
H 1.02 1.60 -4.08
H 2.36 -0.25 -3.48
C -3.51 -0.05 1.64
C -3.43 1.87 -0.59
H 1.98 0.42 2.77
H 2.40 1.90 4.70
H 1.12 4.04 4.96
H -0.31 4.85 3.06
H -0.53 3.46 1.00
H -0.61 4.46 -1.95
H -2.30 3.25 -3.61
H -0.95 2.48 -3.59
H 0.72 2.66 -5.18
H -0.28 4.28 -1.28
H 4.25 -0.51 -1.02
H 3.67 0.01 0.60
H 2.96 -1.44 -0.19
H 3.84 2.20 -1.74
H 2.19 2.85 -2.06
H 2.82 2.79 -0.38
H -4.50 1.62 -0.70
H -3.31 2.74 0.07
H -2.97 2.08 -1.58
H -4.59 0.04 1.47
H -3.23 -1.08 1.91
H -3.22 0.62 2.46
O -0.75 -1.16 2.60
C 0.04 -1.86 1.96
O 0.53 -1.52 0.78
C 0.57 -3.17 2.43
C 1.20 -4.02 1.50
C 1.73 -5.24 1.90
C 1.66 -5.62 3.24
C 1.03 -4.79 4.18
C 0.47 -3.57 3.77
H 1.27 -3.71 0.46
H 2.20 -5.89 1.15
H 2.08 -6.57 3.56
H 0.96 -5.09 5.22
H -0.03 -2.91 4.49
```

***

Entry from the OMol25 dataset: a 3-piece molecular cluster, C24H35BIO7 overall at a distorted geometry (ωB97M-V/def2-TZVPD).

Values from the calculation:
charge = -1
largest force on an atom = 0.03838 hartree/bohr
LUMO = 2.3 eV
DFT total energy = -48568.4148 eV

Structure (XYZ):
```
68
C24H35BIO7, DFT ωB97M-V/def2-TZVPD
O 2.93 0.94 5.57
C 1.87 1.05 5.04
O 1.75 0.71 3.75
C 0.43 0.64 3.21
O -0.21 -0.44 3.74
B -1.13 -0.84 2.64
I -2.31 -2.71 3.00
O -0.22 -0.89 1.49
C 0.44 0.33 1.65
C 1.79 0.46 1.00
O 1.74 0.39 -0.42
C 1.10 1.42 -1.05
C 1.35 2.76 -0.78
C 0.67 3.75 -1.50
C -0.25 3.42 -2.48
C -0.52 2.08 -2.73
C 0.15 1.09 -2.02
C 0.68 1.61 5.75
C 0.50 2.99 5.73
C -0.60 3.55 6.36
C -1.50 2.71 7.00
C -1.32 1.33 7.04
C -0.22 0.77 6.40
H -0.13 1.58 3.30
H -1.99 0.03 2.57
H -0.25 1.08 1.22
H 2.23 1.39 1.35
H 2.45 -0.33 1.35
H 2.07 3.03 -0.03
H 0.88 4.78 -1.28
H -0.74 4.21 -3.03
H -1.24 1.79 -3.48
H -0.07 0.05 -2.22
H 1.23 3.60 5.21
H -0.73 4.62 6.32
H -2.37 3.13 7.48
H -2.02 0.68 7.53
H -0.04 -0.29 6.37
C -1.76 3.03 -8.23
C -1.05 1.96 -7.42
O -1.79 1.49 -6.31
C -3.04 0.89 -6.60
C -2.94 -0.33 -7.50
H -2.03 3.88 -7.60
H -1.11 3.39 -9.03
H -2.67 2.66 -8.69
H -0.13 2.38 -6.99
H -0.74 1.13 -8.06
H -3.73 1.63 -7.03
H -3.45 0.59 -5.64
H -2.55 -0.09 -8.49
H -3.93 -0.78 -7.64
H -2.28 -1.08 -7.06
C 2.12 -3.35 1.12
C 0.94 -4.28 0.95
O 1.27 -5.52 0.33
C 2.22 -6.31 1.01
C 1.79 -6.71 2.41
H 2.59 -3.14 0.15
H 1.77 -2.41 1.55
H 2.88 -3.76 1.78
H 0.20 -3.81 0.29
H 0.44 -4.45 1.90
H 3.19 -5.81 1.04
H 2.34 -7.21 0.40
H 1.67 -5.85 3.07
H 2.55 -7.36 2.87
H 0.84 -7.25 2.39
```

***

Entry from the OMol25 dataset: C24H35Br2CaCl3FN5O8 as an isolated structure at a distorted geometry (ωB97M-V/def2-TZVPD).

Values from the calculation:
charge = 0
largest force on an atom = 0.08039 hartree/bohr
LUMO = -4.2 eV
DFT total energy = -248077.4298 eV

Structure (XYZ):
```
79
C24H35Br2CaCl3FN5O8, DFT ωB97M-V/def2-TZVPD
C -2.58 0.93 2.37
C -1.41 0.52 1.90
C -0.43 -0.03 2.90
C 0.48 -1.08 2.40
C 1.64 -0.89 1.74
C 2.30 0.39 1.40
C 2.79 0.55 -0.06
C 2.20 -0.43 -1.03
C 3.01 -1.24 -1.81
C 2.48 -2.13 -2.73
C 1.10 -2.20 -2.89
C 0.29 -1.40 -2.11
C 0.83 -0.53 -1.19
N 2.12 -2.16 1.49
O 3.31 -2.41 0.89
C 1.31 -3.09 1.95
C 1.47 -4.53 1.89
C 2.74 -5.12 2.54
N 0.27 -2.45 2.51
C -0.82 -3.18 3.12
C -1.02 -2.91 4.58
O -0.21 -2.73 5.43
Br -3.00 -2.92 5.15
H -2.76 0.99 3.46
H -3.37 1.26 1.73
H -1.20 0.62 0.85
H -1.09 -0.37 3.68
H 0.20 0.75 3.34
H 3.16 0.48 2.07
H 1.67 1.24 1.63
H 3.87 0.52 -0.12
H 2.50 1.55 -0.38
H 4.08 -1.18 -1.70
H 3.13 -2.76 -3.32
H 0.68 -2.87 -3.62
H -0.77 -1.46 -2.25
H 0.17 0.10 -0.61
H 3.13 -3.02 0.16
H 1.50 -4.80 0.83
H 0.61 -5.05 2.29
H 2.35 -5.90 3.22
H 3.39 -5.49 1.76
H 3.32 -4.37 3.08
H -0.59 -4.25 3.03
H -1.74 -3.02 2.57
O -2.37 0.30 -3.12
H -2.39 1.16 -2.67
H -3.29 0.04 -3.17
Br 0.88 -7.45 2.86
C 1.43 4.89 -0.86
Cl 0.85 3.23 -0.78
Cl 0.97 5.78 0.59
Cl 3.20 4.93 -1.07
H 0.98 5.37 -1.71
C 2.98 5.57 -5.24
C 1.76 5.04 -6.00
C 0.59 6.02 -6.01
C 0.13 6.31 -4.66
N -0.22 6.52 -3.58
H 2.75 5.75 -4.19
H 3.80 4.86 -5.28
H 3.33 6.51 -5.67
H 1.44 4.10 -5.55
H 2.05 4.82 -7.03
H -0.25 5.60 -6.57
H 0.88 6.96 -6.49
Ca -2.12 -0.72 5.36
C -6.77 2.40 1.44
N -6.58 2.28 2.91
O -6.20 1.22 3.36
O -6.81 3.27 3.58
H -6.52 1.44 0.99
H -7.81 2.66 1.27
H -6.11 3.18 1.09
F -2.11 2.28 0.17
N -2.40 -7.07 0.98
O -2.76 -6.56 2.06
O -2.01 -6.32 0.06
O -2.43 -8.29 0.82
```

***

> Which value of DFT total energy does entry 3 give?

-48568.4148 eV

***

> The lowest DFT total energy belongs to which entry?

C24H35Br2CaCl3FN5O8

***

> What is the formula in the third record?

C24H35BIO7

***

> What is the formula in the fourth record?

C24H35Br2CaCl3FN5O8